28
Properties=species:S:1:pos:R:3 method="wB97M-V/def2-TZVPD" gap_ev=9.25 homo_ev=-8.6027 lumo_ev=0.6 energy_ev=-16198.5267 relative_energy_kj_mol=54.6 smiles="Cc1ccc(O)cc1.CCC(N)=O"
C -0.01352 0.19796 -3.21673
C 0.98311 -0.56067 -2.28801
C 0.75816 1.26989 -3.94110
O 1.49082 1.01633 -4.87593
N 0.78490 2.49563 -3.33689
H -0.37148 -0.56956 -3.90334
H -0.90368 0.51827 -2.67590
H 0.61510 -0.57827 -1.26017
H 1.58105 3.07842 -3.53087
H 0.27738 2.77528 -2.51477
H 1.90440 0.01159 -2.20914
H 1.17730 -1.57456 -2.60549
C 1.17306 1.19460 2.88521
C -1.12202 -1.81480 2.94443
C -1.85115 -1.66374 1.76738
C -0.23545 -0.83010 3.34301
C 0.17802 0.15778 2.44852
C -1.47212 -0.68900 0.87236
C -0.45725 0.19701 1.21866
O -2.75107 -2.61614 1.34193
H -1.34853 -2.64431 3.60954
H 0.17670 -0.90479 4.33506
H -1.98057 -0.48979 -0.04873
H -2.81726 -3.27606 2.05819
H 1.31965 1.96475 2.14447
H 2.15584 0.72869 3.04512
H -0.21483 0.99918 0.52498
H 0.96345 1.60642 3.86821